# 1
A gas-phase ion, C4H8N2P (charge +1). Source: the OMol25 dataset; level of theory: ωB97M-V/def2-TZVPD.

## Properties
Energy in eV: -16536.6566
HOMO-LUMO gap in eV: 8.3435
Net charge: +1
Highest occupied orbital energy in eV: -13.964
Energy relative to the best compared isomer or geometry (same formula, charge and spin) in eV: 2.990
Molar mass in g/mol: 115.1
Largest force on an atom in eV Å⁻¹: 3.95
SMILES: C/C(C#P)=[N+](\C)N

Geometry (Å):
C1 -2.641 0.135 0.112
C2 -1.284 -0.175 0.038
C3 -1.069 -1.706 0.034
C4 1.087 0.455 0.133
N1 -0.402 2.156 -0.301
N2 -0.313 0.744 -0.088
P1 -4.180 0.103 0.125
H1 -1.342 2.591 -0.599
H2 -0.142 -1.919 0.693
H3 -0.867 -2.141 -0.949
H4 -1.827 -2.297 0.472
H5 1.210 0.506 1.236
H6 1.779 1.190 -0.390
H7 1.442 -0.569 -0.152
H8 0.015 2.577 0.488

Calculated atomic charges, method natural (NBO), unit e: number 1, C, carries -0.72; number 2, C, carries 0.29; number 3, C, carries -0.65; number 4, C, carries -0.46; number 5, N, carries -0.61; number 6, N, carries -0.10; number 7, P, carries 0.91; number 8, H, carries 0.42; number 9, H, carries 0.25; number 10, H, carries 0.27; number 11, H, carries 0.27; number 12, H, carries 0.23; number 13, H, carries 0.27; number 14, H, carries 0.26; number 15, H, carries 0.39

***

# 2
2 unconnected molecules or ions with the total composition CBrCl2FS. Source: the OMol25 dataset; level of theory: ωB97M-V/def2-TZVPD.

## Properties
Energy in eV: -109674.5805
HOMO-LUMO gap (alpha / beta) in eV: 7.4871 / 6.8913
Highest occupied orbital energy (alpha / beta) in eV: -9.019 / -8.871
Energy relative to the best compared isomer or geometry (same formula, charge and spin) in eV: 0.323
Molar mass in g/mol: 213.9
Largest force on an atom in eV Å⁻¹: 2.36

Geometry (Å):
C1 -0.724 0.163 0.024
F1 -0.753 -1.173 -0.107
S1 1.806 0.398 0.778
Cl1 -0.777 0.958 -1.489
Cl2 -1.796 0.870 1.272
Br1 2.243 -1.215 -0.478

Calculated atomic charges, method natural (NBO), unit e: number 1, C, carries 0.27; number 2, F, carries -0.31; number 3, S, carries -0.07; number 4, Cl, carries 0.08; number 5, Cl, carries 0.04; number 6, Br, carries -0.02

***

# 3
2 unconnected molecules or ions with the total composition C2H2N4. Source: the OMol25 dataset; level of theory: ωB97M-V/def2-TZVPD.

## Properties
Energy in eV: -8060.4439
HOMO-LUMO gap (alpha / beta) in eV: 8.7004 / 6.9239
Highest occupied orbital energy (alpha / beta) in eV: -11.358 / -10.161
Energy relative to the best compared isomer or geometry (same formula, charge and spin) in eV: 5.688
Molar mass in g/mol: 82.1
Largest force on an atom in eV Å⁻¹: 4.32

Geometry (Å):
C1 1.761 1.585 0.197
C2 2.775 -0.848 0.282
N1 2.601 2.265 -0.233
N2 3.267 -1.704 -0.299
N3 0.021 0.039 0.103
N4 1.022 0.678 0.717
H1 -0.241 -0.767 0.673
H2 0.117 0.072 -0.979

Calculated atomic charges, method natural (NBO), unit e: number 1, C, carries 0.32; number 2, C, carries 0.16; number 3, N, carries -0.22; number 4, N, carries -0.48; number 5, N, carries -0.47; number 6, N, carries -0.14; number 7, H, carries 0.42; number 8, H, carries 0.41

***

# 4
A single C4H3NO molecule. Source: the OMol25 dataset; level of theory: ωB97M-V/def2-TZVPD.

## Properties
Energy in eV: -7730.2452
HOMO-LUMO gap in eV: 10.2276
Highest occupied orbital energy in eV: -9.740
Energy relative to the best compared isomer or geometry (same formula, charge and spin) in eV: 2.499
Molar mass in g/mol: 81.1
Largest force on an atom in eV Å⁻¹: 0.52
SMILES: C#C[C@H]1N=C1O

Geometry (Å):
O1 1.578 0.722 -1.496
C1 -0.058 0.506 0.558
C2 -1.176 -0.403 0.410
C3 -2.117 -1.143 0.284
C4 1.086 0.445 -0.304
N1 1.361 -0.091 0.793
H1 2.482 0.369 -1.539
H2 -0.274 1.423 1.106
H3 -2.944 -1.810 0.172

Calculated atomic charges, method natural (NBO), unit e: number 1, O, carries -0.63; number 2, C, carries -0.21; number 3, C, carries -0.05; number 4, C, carries -0.20; number 5, C, carries 0.51; number 6, N, carries -0.37; number 7, H, carries 0.50; number 8, H, carries 0.21; number 9, H, carries 0.24

***

# 5
A molecular structure, C20H27BeBr3Cl5F4KLiO7P. Source: the OMol25 dataset; level of theory: ωB97M-V/def2-TZVPD.

## Properties
Energy in eV: -345322.5659
HOMO-LUMO gap in eV: 1.4760
Highest occupied orbital energy in eV: -5.659
Molar mass in g/mol: 958.4
Largest force on an atom in eV Å⁻¹: 5.58

Geometry (Å):
C1 3.725 -5.090 1.641
C2 2.920 -5.844 0.492
P1 1.936 -4.551 -0.501
C3 1.468 -5.244 -2.184
C4 0.415 -4.213 0.483
C5 -0.603 -3.286 -0.283
C6 -2.070 -3.854 -0.347
C7 -2.182 -5.296 -0.905
F1 -2.315 -5.544 -2.255
C8 -2.199 -6.379 -0.105
F2 -1.748 -6.289 1.174
F3 -2.693 -7.581 -0.495
H1 4.321 -5.849 2.217
H2 3.036 -4.499 2.283
H3 4.458 -4.378 1.176
H4 2.237 -6.574 1.006
H5 3.606 -6.442 -0.158
H6 1.656 -4.525 -3.031
H7 2.137 -6.159 -2.415
H8 0.380 -5.515 -2.227
H9 0.795 -3.621 1.370
H10 -0.653 -2.307 0.286
H11 -0.181 -3.044 -1.290
H12 -2.643 -3.176 -1.039
H13 -2.578 -3.834 0.655
Be1 3.074 -6.932 -3.710
C9 1.841 0.809 0.608
C10 1.426 0.813 2.042
O1 1.355 -0.601 2.349
C11 2.164 -1.233 1.473
O2 2.466 -2.394 1.554
O3 2.585 -0.414 0.497
H14 2.460 1.666 0.350
H15 0.989 0.768 -0.074
H16 2.167 1.279 2.698
H17 0.472 1.297 2.194
Br1 -2.815 -1.203 -2.899
C12 -2.757 0.727 -3.174
C13 -1.632 1.356 -2.395
Br2 -2.078 1.509 -0.496
H18 -3.737 1.116 -2.905
H19 -2.603 0.854 -4.245
H20 -1.462 2.378 -2.729
H21 -0.700 0.799 -2.459
F4 0.727 3.705 3.046
C14 -0.455 4.373 3.134
C15 -0.733 5.105 4.271
C16 -1.940 5.791 4.360
C17 -2.848 5.728 3.316
C18 -2.556 4.981 2.175
C19 -1.350 4.305 2.083
H22 -0.012 5.135 5.080
H23 -2.168 6.373 5.245
H24 -3.789 6.257 3.389
H25 -3.271 4.929 1.365
H26 -1.100 3.725 1.204
C20 2.050 7.384 1.062
Cl1 2.938 5.925 0.559
Cl2 1.425 8.250 -0.371
Cl3 0.728 6.981 2.138
H27 2.740 8.039 1.584
Br3 -1.484 0.095 2.151
K1 3.020 8.207 -2.420
O4 -0.491 2.554 -7.599
Cl4 -1.291 1.859 -6.619
O5 -1.074 0.433 -6.737
O6 -2.688 2.154 -6.835
O7 -0.909 2.294 -5.287
Cl5 -1.702 7.405 1.694
Li1 -0.207 -1.484 3.786

Calculated atomic charges, method natural (NBO), unit e: number 1, C, carries -0.62; number 2, C, carries -0.70; number 3, P, carries 1.15; number 4, C, carries -0.99; number 5, C, carries -0.25; number 6, C, carries -0.51; number 7, C, carries -0.47; number 8, C, carries 0.23; number 9, F, carries -0.31; number 10, C, carries 0.65; number 11, F, carries -0.31; number 12, F, carries -0.29; number 13, H, carries 0.23; number 14, H, carries 0.23; number 15, H, carries 0.22; number 16, H, carries 0.26; number 17, H, carries 0.25; number 18, H, carries 0.28; number 19, H, carries 0.17; number 20, H, carries 0.29; number 21, H, carries 0.24; number 22, H, carries 0.28; number 23, H, carries 0.25; number 24, H, carries 0.29; number 25, H, carries 0.25; number 26, Be, carries 0.12; number 27, C, carries -0.11; number 28, C, carries -0.13; number 29, O, carries -0.55; number 30, C, carries 1.00; number 31, O, carries -0.67; number 32, O, carries -0.47; number 33, H, carries 0.22; number 34, H, carries 0.22; number 35, H, carries 0.19; number 36, H, carries 0.29; number 37, Br, carries -0.08; number 38, C, carries -0.43; number 39, C, carries -0.44; number 40, Br, carries -0.03; number 41, H, carries 0.23; number 42, H, carries 0.28; number 43, H, carries 0.25; number 44, H, carries 0.22; number 45, F, carries -0.37; number 46, C, carries 0.37; number 47, C, carries -0.32; number 48, C, carries -0.21; number 49, C, carries -0.18; number 50, C, carries -0.12; number 51, C, carries -0.31; number 52, H, carries 0.21; number 53, H, carries 0.21; number 54, H, carries 0.22; number 55, H, carries 0.22; number 56, H, carries 0.22; number 57, C, carries -0.31; number 58, Cl, carries -0.05; number 59, Cl, carries -0.11; number 60, Cl, carries 0.15; number 61, H, carries 0.22; number 62, Br, carries -0.87; number 63, K, carries 0.98; number 64, O, carries -0.87; number 65, Cl, carries 2.54; number 66, O, carries -0.88; number 67, O, carries -0.87; number 68, O, carries -0.91; number 69, Cl, carries -0.83; number 70, Li, carries 0.93

***

# 6
A single C19H19N3O3 molecule. Source: the OMol25 dataset; level of theory: ωB97M-V/def2-TZVPD.

## Properties
Energy in eV: -30623.9739
HOMO-LUMO gap in eV: 8.9563
Highest occupied orbital energy in eV: -8.442
Energy relative to the best compared isomer or geometry (same formula, charge and spin) in eV: 2.374
Molar mass in g/mol: 337.4
Largest force on an atom in eV Å⁻¹: 0.64
SMILES: COc1cc(OC)cc(C(=O)Nc2ccc(Cn3ccnc3)cc2)c1

Geometry (Å):
C1 -5.942 -0.394 1.939
H1 -6.315 -1.066 1.160
O1 -5.273 0.715 1.386
C2 -4.187 0.489 0.599
C3 -3.652 -0.760 0.326
C4 -2.525 -0.858 -0.487
C5 -1.957 0.270 -1.053
C6 -2.500 1.528 -0.781
C7 -3.603 1.634 0.050
H2 -4.056 2.581 0.291
O2 -1.873 2.579 -1.373
C8 -2.386 3.873 -1.161
H3 -1.746 4.540 -1.736
H4 -3.416 3.960 -1.519
H5 -2.344 4.153 -0.103
H6 -1.107 0.207 -1.712
C9 -2.011 -2.218 -0.809
O3 -2.744 -3.137 -1.114
N1 -0.655 -2.395 -0.806
C10 0.357 -1.580 -0.296
C11 0.168 -0.781 0.830
C12 1.200 0.004 1.301
C13 2.444 0.004 0.680
C14 2.640 -0.818 -0.420
C15 1.610 -1.604 -0.901
H7 1.776 -2.240 -1.758
H8 3.601 -0.851 -0.912
C16 3.536 0.899 1.226
N2 4.826 0.652 0.648
C17 5.731 -0.277 1.036
N3 6.784 -0.292 0.268
C18 6.564 0.663 -0.673
C19 5.354 1.257 -0.459
H9 4.838 2.038 -0.980
H10 7.287 0.861 -1.438
H11 5.581 -0.914 1.885
H12 3.266 1.945 1.039
H13 3.606 0.759 2.310
H14 1.041 0.622 2.172
H15 -0.783 -0.782 1.338
H16 -0.355 -3.267 -1.224
H17 -4.078 -1.668 0.719
H18 -5.294 -0.953 2.622
H19 -6.782 0.017 2.495

Calculated atomic charges, method natural (NBO), unit e: number 1, C, carries -0.25; number 2, H, carries 0.18; number 3, O, carries -0.51; number 4, C, carries 0.40; number 5, C, carries -0.33; number 6, C, carries -0.10; number 7, C, carries -0.27; number 8, C, carries 0.33; number 9, C, carries -0.37; number 10, H, carries 0.23; number 11, O, carries -0.49; number 12, C, carries -0.25; number 13, H, carries 0.20; number 14, H, carries 0.18; number 15, H, carries 0.18; number 16, H, carries 0.23; number 17, C, carries 0.68; number 18, O, carries -0.59; number 19, N, carries -0.62; number 20, C, carries 0.15; number 21, C, carries -0.23; number 22, C, carries -0.19; number 23, C, carries -0.08; number 24, C, carries -0.15; number 25, C, carries -0.24; number 26, H, carries 0.21; number 27, H, carries 0.22; number 28, C, carries -0.22; number 29, N, carries -0.35; number 30, C, carries 0.16; number 31, N, carries -0.45; number 32, C, carries -0.10; number 33, C, carries -0.11; number 34, H, carries 0.22; number 35, H, carries 0.21; number 36, H, carries 0.20; number 37, H, carries 0.22; number 38, H, carries 0.22; number 39, H, carries 0.21; number 40, H, carries 0.23; number 41, H, carries 0.41; number 42, H, carries 0.24; number 43, H, carries 0.18; number 44, H, carries 0.20

***

Q: The lowest largest force on an atom belongs to which entry?
A: C4H3NO

***

Please write out number 1 again, unchanged.
A gas-phase ion, C4H8N2P (charge +1). Source: the OMol25 dataset; level of theory: ωB97M-V/def2-TZVPD.

## Properties
Energy in eV: -16536.6566
HOMO-LUMO gap in eV: 8.3435
Net charge: +1
Highest occupied orbital energy in eV: -13.964
Energy relative to the best compared isomer or geometry (same formula, charge and spin) in eV: 2.990
Molar mass in g/mol: 115.1
Largest force on an atom in eV Å⁻¹: 3.95
SMILES: C/C(C#P)=[N+](\C)N

Geometry (Å):
C1 -2.641 0.135 0.112
C2 -1.284 -0.175 0.038
C3 -1.069 -1.706 0.034
C4 1.087 0.455 0.133
N1 -0.402 2.156 -0.301
N2 -0.313 0.744 -0.088
P1 -4.180 0.103 0.125
H1 -1.342 2.591 -0.599
H2 -0.142 -1.919 0.693
H3 -0.867 -2.141 -0.949
H4 -1.827 -2.297 0.472
H5 1.210 0.506 1.236
H6 1.779 1.190 -0.390
H7 1.442 -0.569 -0.152
H8 0.015 2.577 0.488

Calculated atomic charges, method natural (NBO), unit e: number 1, C, carries -0.72; number 2, C, carries 0.29; number 3, C, carries -0.65; number 4, C, carries -0.46; number 5, N, carries -0.61; number 6, N, carries -0.10; number 7, P, carries 0.91; number 8, H, carries 0.42; number 9, H, carries 0.25; number 10, H, carries 0.27; number 11, H, carries 0.27; number 12, H, carries 0.23; number 13, H, carries 0.27; number 14, H, carries 0.26; number 15, H, carries 0.39